# 1
Entry from the OMol25 dataset: a structure of composition C2H3NO2 (wB97M-V/def2-TZVPD).

energy relative to the best compared isomer or geometry (same formula, charge and spin) = 256.8 kcal per mole
HOMO energy (alpha / beta) = -8.376 / -8.355 eV
E_tot = -282.8487 a.u.
charge = 0

The geometry in XYZ format:
```
8
Properties=species:S:1:pos:R:3:forces:R:3
C -0.622 1.184 0.006 -0.4 -4.5 -0.2
C -0.135 -1.246 -0.867 3.2 -0.9 -2.0
N -0.557 -0.089 -0.330 -1.3 3.5 2.2
O 1.784 -0.234 0.513 -2.3 -5.5 -2.3
O -0.967 -1.411 0.121 -1.9 1.2 1.5
H -1.280 1.617 0.738 -0.2 -0.2 0.0
H 0.269 1.555 -0.381 1.2 1.7 -0.8
H 1.508 -1.375 0.199 1.8 4.7 1.7
```
Forces are in eV/Å.

=====

# 2
Entry from the OMol25 dataset: a cluster of 2 separate species, C2H3NO2 in total (wB97M-V/def2-TZVPD).

energy relative to the best compared isomer or geometry (same formula, charge and spin) = 110.0 kcal per mole
HOMO energy (alpha / beta) = -9.370 / -9.192 eV
E_tot = -283.0827 a.u.
charge = 0

The geometry in XYZ format:
```
8
Properties=species:S:1:pos:R:3:forces:R:3
C 0.210 -1.169 0.210 1.5 -0.2 1.6
C -0.177 0.080 -0.305 -1.1 0.8 0.4
N -2.529 -0.174 -0.313 -0.9 0.6 1.6
O 0.181 -2.176 -0.438 -0.3 -2.0 -1.5
O -3.043 0.268 0.620 0.7 -0.7 -1.4
H 0.682 -1.300 1.234 -0.7 0.9 -0.4
H -0.315 0.869 0.426 0.2 0.4 -0.5
H -0.474 0.145 -1.348 0.5 0.3 0.2
```
Forces are in eV/Å.

=====

# 3
Entry from the OMol25 dataset: the molecule C2H3NO2 (wB97M-V/def2-TZVPD).

energy relative to the best compared isomer or geometry (same formula, charge and spin) = 111.0 kcal per mole
HOMO energy (alpha / beta) = -6.275 / -11.035 eV
E_tot = -282.9740 a.u.
multiplicity = 3
charge = 0

The geometry in XYZ format:
```
8
Properties=species:S:1:pos:R:3:forces:R:3
C -1.487 0.036 -0.020 1.1 -1.2 -0.7
C 1.102 -0.063 0.152 -3.2 -3.2 0.2
N -0.291 -0.582 -0.340 8.0 -3.5 8.8
O -2.322 0.259 0.767 -0.6 0.2 0.8
O -1.167 0.244 -1.251 -7.4 6.5 -8.3
H 1.576 0.250 -0.672 1.9 0.9 -3.2
H 1.026 0.757 0.784 -0.8 1.2 1.5
H 1.562 -0.901 0.580 1.1 -0.9 0.9
```
Forces are in eV/Å.

=====

Calculated largest force on an atom (eV/A), listed in the same order as above: 6.428; 2.579; 12.854